No. 1
ORCA calculation (ωB97M-V/def2-TZVPD) on one molecule with the formula C19H28N2O3S.

Cartesian coordinates (Å):
C  8.1232  0.5461  -0.3273
H  9.1262  0.3599  0.0531
O  7.2816  -0.3421  0.3689
C  5.9525  -0.3333  0.0926
C  5.3327  0.5009  -0.8334
C  3.9674  0.4147  -1.0263
C  3.1884  -0.4808  -0.3022
C  3.8164  -1.3239  0.6142
C  5.1777  -1.2520  0.8064
H  5.6767  -1.9031  1.5067
H  3.2507  -2.0636  1.1614
C  1.7279  -0.5092  -0.5778
O  1.2577  -0.1393  -1.6416
N  0.9562  -0.9744  0.4319
H  1.3556  -1.1078  1.3476
C  -0.4890  -1.0517  0.3597
C  -1.0572  0.1299  1.1686
O  -1.0841  0.0458  2.3895
N  -1.4562  1.2333  0.5136
C  -1.4347  1.4153  -0.9247
H  -1.3734  2.4881  -1.1180
C  -2.6806  0.8337  -1.5988
H  -2.8127  -0.1975  -1.2705
H  -2.5102  0.8131  -2.6763
C  -3.9572  1.6213  -1.3130
C  -4.2175  1.8647  0.1747
C  -3.2800  2.9172  0.7719
C  -1.9686  2.3354  1.3077
H  -2.1178  1.9391  2.3151
H  -1.2102  3.1261  1.3637
H  -3.0770  3.6778  0.0155
H  -3.7739  3.4199  1.6056
H  -5.2479  2.2094  0.2880
H  -4.1200  0.9299  0.7305
H  -3.9130  2.5877  -1.8218
H  -4.8002  1.0701  -1.7369
H  -0.5383  0.9560  -1.3478
H  -0.7645  -1.0261  -0.6944
C  -0.9590  -2.3643  0.9959
C  -2.4659  -2.5353  0.9153
H  -2.9717  -1.6566  1.3173
H  -2.7789  -3.4183  1.4747
S  -3.0288  -2.7623  -0.8116
C  -4.8164  -2.6736  -0.5134
H  -5.3028  -2.8063  -1.4737
H  -5.1117  -3.4676  0.1670
H  -5.0696  -1.7011  -0.0990
H  -0.4622  -3.2005  0.5009
H  -0.6766  -2.3528  2.0519
H  3.4791  1.0492  -1.7506
H  5.9012  1.2136  -1.4095
H  8.1041  0.3557  -1.4050
H  7.8522  1.5893  -0.1364

Properties
Energy above the lowest of the compared OMol25 structures with the same formula, charge and spin   0.00 kcal/mol
Energy   -40116.4939 eV
Kohn-Sham gap   9.3 eV
Largest force on an atom   0.686 eV/A
SMILES string   COc1ccc(C(=O)N[C@@H](CCSC)C(=O)N2CCCCCC2)cc1
HOMO level   -8.52 eV

***

No. 2
ORCA calculation (ωB97M-V/def2-TZVPD) on one molecule with the formula C19H28N2O3S2.

Cartesian coordinates (Å):
C  0.0889  1.5928  -0.1331
S  0.2696  -0.1893  0.0275
C  2.0477  -0.3259  -0.2537
C  2.4429  0.1446  -1.6526
O  2.8526  1.2804  -1.8151
N  2.4140  -0.7782  -2.6568
C  1.5259  -1.9309  -2.7279
C  0.6614  -1.7207  -3.9892
C  -0.7337  -1.1728  -3.6800
S  -0.5596  0.6215  -3.5768
C  0.5606  0.5711  -4.9936
C  1.4411  -0.6899  -4.8541
C  1.8101  -1.1999  -6.2407
C  2.7085  -0.3962  -4.0258
C  2.9098  0.3202  0.8604
N  3.3088  -1.0294  1.2559
C  4.0377  -1.4519  2.3124
O  4.1821  -0.7800  3.3201
C  4.6248  -2.8566  2.1826
C  4.7743  -3.5547  3.5348
C  6.2303  -3.2865  3.8823
C  6.6464  -2.9296  5.2762
C  7.0217  -4.2609  4.7062
C  6.8372  -2.5772  2.6865
O  5.9177  -2.7905  1.6122
C  2.6136  -1.7092  0.1661
H  -0.9665  1.8261  -0.0064
H  0.6618  2.1090  0.6365
H  0.4122  1.9296  -1.1143
H  2.1455  -2.8231  -2.8868
H  0.9447  -2.1006  -1.8280
H  0.5541  -2.6786  -4.5027
H  -1.4328  -1.4181  -4.4832
H  -1.1447  -1.5692  -2.7526
H  -0.0290  0.5453  -5.9122
H  1.1538  1.4849  -4.9964
H  2.3757  -0.4482  -6.7957
H  2.4227  -2.1020  -6.1801
H  0.9169  -1.4417  -6.8197
H  3.1144  0.6043  -4.1276
H  3.4931  -1.0844  -4.3719
H  3.7413  0.9275  0.5109
H  2.3389  0.8365  1.6317
H  3.9865  -3.4435  1.5163
H  4.0868  -3.1681  4.2843
H  4.5841  -4.6230  3.4156
H  7.4160  -2.1784  5.4034
H  5.8786  -2.8795  6.0365
H  6.5193  -5.1473  5.0729
H  8.0567  -4.4393  4.4419
H  6.9396  -1.5022  2.8720
H  7.8078  -2.9736  2.3892
H  1.8595  -2.4208  0.5115
H  3.2866  -2.1653  -0.5615

Properties
Energy above the lowest of the compared OMol25 structures with the same formula, charge and spin   33.04 kcal/mol
Energy   -50949.8256 eV
Kohn-Sham gap   9.1 eV
Largest force on an atom   0.905 eV/A
SMILES string   CSC1(C(=O)N2C[C@H]3CSC[C@@]3(C)C2)CN(C(=O)[C@@H]2CC3(CC3)CO2)C1
HOMO level   -8.56 eV

***

No. 3
ORCA calculation (ωB97M-V/def2-TZVPD) on one molecule with the formula C19H28N2O4.

Cartesian coordinates (Å):
C  -4.9577  -1.9065  -0.5980
C  -3.7890  -1.3099  0.1755
H  -2.9005  -1.3077  -0.4599
H  -3.5674  -1.9232  1.0512
C  -4.0533  0.1295  0.6427
C  -5.0363  0.1854  1.8076
H  -5.1697  1.2160  2.1250
H  -4.6454  -0.3850  2.6459
H  -5.9990  -0.2203  1.5128
H  -4.4561  0.7211  -0.1924
O  -2.8547  0.7279  1.1180
C  -1.9322  1.2131  0.2462
C  -0.8126  1.7921  0.8364
C  0.2094  2.3402  0.0688
C  0.1188  2.2871  -1.3204
C  -0.9966  1.7128  -1.9007
C  -2.0231  1.1781  -1.1438
H  -2.8731  0.7451  -1.6450
H  -1.0673  1.6792  -2.9779
H  0.8920  2.6869  -1.9552
O  1.2194  2.9157  0.7783
C  2.3612  3.3988  0.1016
C  3.2957  2.2655  -0.3265
C  3.8969  1.5660  0.8931
H  3.1348  1.4726  1.6696
C  4.4211  0.1681  0.5629
N  3.3368  -0.7803  0.4232
C  2.7442  -1.1498  -0.7430
O  3.0397  -0.7758  -1.8507
C  1.6382  -2.1468  -0.3784
N  1.7775  -2.2049  1.0579
C  2.7542  -1.4049  1.5390
O  3.0993  -1.2514  2.6802
H  1.1724  -2.7389  1.6562
C  1.9223  -3.5001  -1.0326
H  1.1281  -4.2062  -0.8014
H  2.8673  -3.9018  -0.6738
H  1.9837  -3.3714  -2.1097
C  0.2745  -1.5980  -0.7972
H  0.2830  -1.3792  -1.8615
H  -0.5034  -2.3293  -0.5886
H  0.0528  -0.6804  -0.2564
H  5.0563  -0.1923  1.3759
H  4.9790  0.1726  -0.3761
H  4.7140  2.1653  1.2974
H  4.0881  2.6719  -0.9569
H  2.7309  1.5463  -0.9207
H  2.0733  4.0162  -0.7576
H  2.8624  4.0394  0.8330
H  -0.7434  1.8294  1.9111
H  -5.2060  -1.2859  -1.4565
H  -4.6997  -2.8996  -0.9582
H  -5.8406  -1.9927  0.0295

Properties
Energy above the lowest of the compared OMol25 structures with the same formula, charge and spin   0.00 kcal/mol
Energy   -31329.4362 eV
Kohn-Sham gap   9.1 eV
Largest force on an atom   0.595 eV/A
SMILES string   CC[C@@H](C)Oc1cccc(OCCCCN2C(=O)NC(C)(C)C2=O)c1
HOMO level   -8.43 eV

***

No. 4
ORCA calculation (ωB97M-V/def2-TZVPD) on one molecule with the formula C19H28N2O5.

Cartesian coordinates (Å):
C  1.1978  2.4503  4.2182
H  1.3015  1.8146  5.1054
O  1.8917  1.9063  3.1225
C  1.5376  0.5782  2.8024
C  0.2063  0.4786  2.0539
H  -0.6079  0.8466  2.6808
C  -0.1160  -0.9597  1.6454
N  -1.2857  -1.0021  0.7937
C  -2.5249  -0.8693  1.3094
O  -2.7546  -0.8623  2.5007
C  -3.6382  -0.7306  0.2690
H  -4.5686  -0.6030  0.8245
C  -3.6942  -1.9314  -0.6809
C  -2.9937  -1.4656  -1.9449
O  -2.6676  -2.1520  -2.8881
N  -2.7760  -0.1348  -1.8376
C  -2.2294  0.6626  -2.9068
C  -0.9465  1.4052  -2.5197
C  0.1857  0.5431  -2.0158
C  0.2675  -0.8157  -2.2512
C  1.3435  -1.5540  -1.7686
C  2.3625  -0.9463  -1.0615
C  2.3049  0.4494  -0.8372
C  1.2160  1.1628  -1.3035
H  1.1578  2.2270  -1.1315
O  3.3606  0.9710  -0.1607
C  3.3722  2.3499  0.1230
H  4.3299  2.5374  0.6050
H  2.5702  2.6232  0.8149
H  3.3036  2.9502  -0.7901
O  3.4494  -1.5804  -0.5365
C  3.5867  -2.9604  -0.7631
H  2.7630  -3.5281  -0.3163
H  4.5208  -3.2449  -0.2815
H  3.6460  -3.1903  -1.8320
H  1.3668  -2.6138  -1.9645
H  -0.4879  -1.3353  -2.8162
H  -1.1793  2.1590  -1.7623
H  -0.6051  1.9455  -3.4082
H  -2.0417  -0.0199  -3.7388
H  -2.9774  1.3994  -3.2263
C  -3.3710  0.4619  -0.6651
H  -2.6952  1.1921  -0.2115
H  -4.3039  0.9777  -0.9314
H  -3.2095  -2.8201  -0.2784
H  -4.7211  -2.1992  -0.9361
H  -1.1316  -0.9044  -0.1998
H  -0.3283  -1.5550  2.5371
H  0.7213  -1.3994  1.1020
H  0.2627  1.1011  1.1578
H  2.3468  0.2113  2.1649
H  1.5010  -0.0347  3.7144
H  0.1319  2.5874  4.0063
H  1.6498  3.4210  4.4147

Properties
Energy above the lowest of the compared OMol25 structures with the same formula, charge and spin   47.03 kcal/mol
Energy   -33375.4169 eV
Kohn-Sham gap   8.9 eV
Largest force on an atom   0.644 eV/A
SMILES string   COCCCNC(=O)[C@@H]1CC(=O)N(CCc2ccc(OC)c(OC)c2)C1
HOMO level   -8.18 eV

***

No. 5
ORCA calculation (ωB97M-V/def2-TZVPD) on an isolated ion of composition C19H28N3S and charge +1 in a non-equilibrium geometry.

Cartesian coordinates (Å):
C  1.9423  2.4018  -0.4543
C  1.1569  1.1270  -0.7739
N  0.4225  0.6989  0.3613
C  -0.0828  1.6871  1.1783
N  0.3321  2.9996  1.1885
C  1.0779  3.5271  0.0118
C  -0.5392  3.9031  2.0811
C  -0.8926  3.2092  3.4176
C  -1.9645  2.1138  3.3148
S  -1.5243  0.9614  1.9823
H  2.6521  2.1349  0.3081
H  2.5626  2.6343  -1.3276
H  0.5612  1.2541  -1.7262
H  1.7800  0.2397  -0.9524
H  1.6035  4.4508  0.2754
H  0.3021  3.6367  -0.7699
H  -0.0725  4.8762  2.3218
H  -1.4834  4.1520  1.5761
H  -0.0199  2.6106  3.7113
H  -1.2479  3.8613  4.2408
H  -1.9328  1.4001  4.1804
H  -3.0112  2.4416  3.1342
C  -2.3295  -1.9366  -3.2638
C  -2.1770  -0.4500  -2.9511
C  -1.7963  -0.3021  -1.4719
N  -0.6329  -1.1231  -1.0950
C  -0.0360  -0.7594  0.2437
C  1.2814  -1.5517  0.4236
C  1.9516  -2.1281  -0.7131
C  2.8684  -3.1546  -0.4854
C  3.2488  -3.3969  0.8506
C  2.7427  -2.6951  1.9809
C  1.7842  -1.7204  1.7388
C  -0.9522  -2.5971  -1.2419
C  -1.2158  -2.8407  -2.7335
H  -3.2419  -2.2409  -2.7119
H  -2.4855  -2.0980  -4.3373
H  -1.5137  0.1265  -3.6281
H  -3.1788  0.0146  -3.0340
H  -1.5882  0.7352  -1.1900
H  -2.6863  -0.5561  -0.8567
H  -0.7798  -0.7321  1.2838
H  1.6518  -1.9064  -1.7448
H  3.1522  -3.8396  -1.3190
H  3.9065  -4.2606  1.0368
H  2.9354  -3.0327  3.0102
H  1.2787  -1.2377  2.5719
H  -0.1002  -3.1647  -0.8626
H  -1.8565  -2.8856  -0.6454
H  -1.5652  -3.8865  -2.8368
H  -0.2882  -2.7008  -3.2975

Properties
Energy above the lowest of the compared OMol25 structures with the same formula, charge and spin   45.61 kcal/mol
Energy   -35455.0400 eV
Kohn-Sham gap   8.6 eV
Largest force on an atom   4.152 eV/A
Net charge   +1
HOMO level   -11.55 eV

***

No. 6
ORCA calculation (ωB97M-V/def2-TZVPD) on one molecule with the formula C19H28N4O4S2 in a non-equilibrium geometry.

Cartesian coordinates (Å):
C  -5.5779  -0.1105  -1.2943
H  -5.9421  -0.8972  -0.6380
H  -6.3928  0.2113  -1.9377
C  -5.0614  1.0791  -0.4899
N  -4.0153  0.7028  0.4384
S  -2.4368  0.9251  0.0042
O  -2.3864  1.3007  -1.3822
O  -1.7603  1.7950  0.9328
C  -1.6960  -0.7012  0.1504
C  -0.3508  -0.7407  0.4488
C  0.3214  -1.9584  0.4521
C  -0.3945  -3.1262  0.2108
C  -1.7487  -3.0746  -0.0755
C  -2.4040  -1.8534  -0.1293
H  -3.4511  -1.7889  -0.3764
H  -2.2938  -3.9861  -0.2695
H  0.1304  -4.0690  0.2449
C  1.7990  -2.0289  0.7111
O  2.3224  -2.9532  1.2994
N  2.4596  -0.9788  0.1859
H  1.9685  -0.2403  -0.3135
C  3.8660  -0.7330  0.3585
C  4.1234  0.4034  1.3390
O  4.9536  0.3285  2.2113
N  3.4025  1.5862  1.2504
C  2.4523  2.0991  0.4152
N  1.9231  1.5527  -0.5949
C  0.9735  2.3742  -1.2904
H  0.0895  1.7798  -1.5356
H  1.4379  2.7024  -2.2279
C  0.5707  3.5736  -0.4122
H  0.4838  4.4990  -0.9749
H  -0.3553  3.3694  0.1266
S  1.8971  3.7430  0.8186
H  3.6774  2.2285  1.9888
H  4.3076  -1.6315  0.8065
C  4.5443  -0.4392  -0.9979
C  6.0361  -0.1791  -0.8113
H  6.5141  -1.0390  -0.3483
H  6.5065  0.0000  -1.7753
H  6.2120  0.6868  -0.1783
C  4.3229  -1.6176  -1.9423
H  4.7674  -2.5201  -1.5294
H  3.2619  -1.7961  -2.0965
H  4.7823  -1.4151  -2.9067
H  4.0685  0.4509  -1.4229
H  0.1419  0.1862  0.6939
C  -4.2814  0.6647  1.8571
C  -4.9373  -0.6403  2.2986
H  -4.3113  -1.4892  2.0358
H  -5.0758  -0.6303  3.3764
H  -5.9095  -0.7590  1.8272
H  -3.3162  0.7845  2.3529
H  -4.9151  1.5137  2.1429
H  -5.8778  1.5433  0.0708
H  -4.6452  1.8176  -1.1793
H  -4.7807  -0.5048  -1.9191

Properties
Energy above the lowest of the compared OMol25 structures with the same formula, charge and spin   0.00 kcal/mol
Energy   -55979.3880 eV
Kohn-Sham gap   9.5 eV
Largest force on an atom   1.219 eV/A
SMILES string   CCN(CC)S(=O)(=O)c1cccc(C(=O)N[C@H](C(=O)NC2=NCCS2)C(C)C)c1
HOMO level   -9.04 eV